33
Properties=species:S:1:pos:R:3 method="wB97M-V/def2-TZVPD" smiles="O=C1NC(=O)c2c(Br)cc(CCC(F)(F)C(F)(F)S(F)(F)(F)(F)F)cc21" total_charge=0 lumo_energy_ev=-0.49 energy_ev=-123477.50278 e_homo_ev=-9.691
O 3.10 -1.82 2.37
C 3.27 -1.56 1.22
N 4.17 -2.19 0.36
C 4.31 -1.51 -0.85
O 5.14 -1.75 -1.66
C 3.23 -0.48 -0.85
C 2.80 0.42 -1.82
Br 3.63 0.50 -3.52
C 1.73 1.27 -1.53
C 1.12 1.22 -0.28
C -0.04 2.15 0.02
C -1.33 1.46 0.49
C -1.83 0.40 -0.47
F -1.67 0.85 -1.75
F -1.15 -0.76 -0.37
C -3.36 0.11 -0.37
F -3.75 -0.48 -1.51
F -4.02 1.26 -0.25
S -3.87 -1.06 1.03
F -5.25 -1.32 0.31
F -4.53 0.13 1.86
F -2.50 -0.79 1.79
F -3.21 -2.25 0.26
F -4.28 -2.05 2.17
C 1.56 0.32 0.70
C 2.61 -0.51 0.39
H 4.98 -2.64 0.77
H 1.36 1.97 -2.26
H -0.25 2.76 -0.84
H 0.27 2.79 0.84
H -2.09 2.23 0.58
H -1.22 1.04 1.48
H 1.09 0.28 1.67